(1)
2 unconnected molecules or ions with the total composition C2H2O3 at a distorted geometry, computed with ωB97M-V/def2-TZVPD.

The geometry in ORCA input format:
```
! RIJCOSX wB97M-V def2-TZVPD def2/J DEFGRID3
* xyz 0 1
C 1.78413 1.46678 0.52802
C 0.53151 0.88658 0.20473
O 2.76446 1.90316 0.95019
O 1.41488 1.19995 -0.80953
O 0.58628 -1.08528 0.50427
H -0.52112 1.19157 0.41262
H 1.50424 -1.14661 0.19201
*
```

Summary:
Energy   -302.9794 a.u.
HOMO-LUMO gap (spin up / spin down)   10.3 / 10.3 eV
LUMO level (spin up / spin down)   -0.63 / -0.63 eV
Energy above the lowest of the compared OMol25 structures with the same formula, charge and spin   4.1078 eV

Atomic partial charges in e from the Mulliken method, atoms 1 to 2: 0.3634 0.3058

***

(2)
4 unconnected molecules or ions with the total composition C4H16NO3 at a distorted geometry, computed with ωB97M-V/def2-TZVPD.

The geometry in ORCA input format:
```
! RIJCOSX wB97M-V def2-TZVPD def2/J DEFGRID3
* xyz 1 1
C 0.92293 -2.36971 1.99991
C -0.66879 -1.85108 2.08482
C -0.57529 -0.49232 1.48232
C -0.82901 -0.31884 0.14207
N -0.92101 1.06210 -0.51390
H 1.20194 -2.64637 0.96341
H 1.67535 -1.80072 2.63684
H 0.78902 -3.31305 2.46583
H -1.28212 -2.66337 1.47057
H -0.77714 -1.82299 3.12484
H -0.30647 0.29138 2.14268
H -1.14929 -1.24427 -0.48369
H -1.86802 1.39463 -0.71218
H -0.32418 1.15419 -1.35561
H -0.50029 1.73885 0.16292
H -0.27585 2.75227 2.56980
H -0.33218 3.92265 1.57643
O -0.33988 2.94980 1.60463
H 0.34361 1.79527 -3.65355
H 0.57507 0.43165 -3.15933
O -0.02119 1.20486 -2.98378
H 2.22668 -1.31303 -1.97951
H 2.46838 -1.08797 -3.40859
O 1.72152 -1.00868 -2.74814
*
```

Summary:
Energy   -442.1987 a.u.
HOMO-LUMO gap   10.4 eV
LUMO level   -2.68 eV
Energy above the lowest of the compared OMol25 structures with the same formula, charge and spin   1.7924 eV

Atomic partial charges in e from the Mulliken method, atoms 1 to 2: -0.9683 -0.6794

***

(3)
C5H7N in the gas phase at a distorted geometry, computed with ωB97M-V/def2-TZVPD.

The geometry in ORCA input format:
```
! RIJCOSX wB97M-V def2-TZVPD def2/J DEFGRID3
* xyz 0 1
C 1.83380 -0.17268 -0.27038
C 0.36904 -0.22141 0.14078
C -0.47942 0.99550 0.21899
C -1.75361 0.58934 0.03589
C -1.69930 -0.83740 -0.22590
N -0.49990 -1.30359 -0.33021
H 2.27793 -1.15255 -0.08094
H 1.98132 0.07209 -1.32623
H 2.38807 0.56718 0.32499
H -0.12971 2.01018 0.39420
H -2.66187 1.17870 0.07374
H -2.55216 -1.50717 -0.27459
H 0.27021 -0.81803 1.07600
*
```

Summary:
Energy   -249.4221 a.u.
SMILES   C[C@H]1C=CC=N1
HOMO-LUMO gap   10.3 eV
LUMO level   0.85 eV
Energy above the lowest of the compared OMol25 structures with the same formula, charge and spin   1.3917 eV

Atomic partial charges in e from the Mulliken method, atoms 1 to 2: -1.1451 0.7586

***

(4)
A molecular structure, C4H12N4O14V at a distorted geometry, computed with ωB97M-V/def2-TZVPD.

The geometry in ORCA input format:
```
! RIJCOSX wB97M-V def2-TZVPD def2/J DEFGRID3
* xyz 0 4
V -1.37683 23.66047 -27.82627
N -2.56516 26.51221 -26.55027
O -3.26492 26.16925 -25.68124
O -2.51846 27.70029 -26.74561
O -1.98654 25.69403 -27.23727
N -0.56379 23.25186 -24.52885
O 0.50779 22.74176 -24.31566
O -1.45742 23.30105 -23.66880
O -0.78638 23.64077 -25.68462
N -4.21318 22.89363 -26.12937
O -3.90857 22.85297 -24.95395
O -3.42204 23.26268 -26.99155
O -5.35769 22.68617 -26.47606
N -0.14756 21.25488 -28.45638
O 0.32453 22.11958 -27.68721
O 0.46964 20.27541 -28.77787
O -1.31229 21.57887 -28.72021
C 1.31894 26.57971 -28.33209
C 1.27200 25.13888 -28.08833
O 0.14866 24.67603 -28.87648
H 0.32882 27.02966 -28.40489
H 1.79962 26.75535 -29.29448
H 1.83023 27.14649 -27.55398
H 1.14274 24.89610 -27.03361
H 2.12988 24.68225 -28.58192
H 0.56608 24.68511 -29.74094
C -4.35366 25.45577 -29.76299
C -2.83889 25.27186 -30.18774
O -2.32824 23.89603 -29.75105
H -4.35346 25.62613 -28.68639
H -4.95765 24.57326 -29.97389
H -4.78735 26.24554 -30.37640
H -2.08166 25.98868 -29.87015
H -2.81406 25.44431 -31.26373
H -2.74151 23.23669 -30.31327
*
```

Summary:
Energy   -2375.3831 a.u.
HOMO-LUMO gap (spin up / spin down)   6.2 / 4.2 eV
LUMO level (spin up / spin down)   -3.00 / -4.98 eV

Atomic partial charges in e from the Mulliken method, atoms 1 to 2: 1.1048 0.6733

***

(5)
A molecular structure, C8H6ClI2NO at a distorted geometry, computed with ωB97M-V/def2-TZVPD.

The geometry in ORCA input format:
```
! RIJCOSX wB97M-V def2-TZVPD def2/J DEFGRID3
* xyz 0 1
C 0.82603 -0.41499 -0.30784
C 1.05936 -0.22153 1.03307
C -1.03768 1.01697 -0.18218
C -0.28775 0.10867 -0.86566
C 0.26764 0.66649 1.68698
C -0.52266 -0.15010 -2.31811
C -0.69320 -1.58326 -2.80210
C 0.47159 1.05081 3.22113
N -0.72240 1.30677 1.05200
O -0.70007 0.83447 -2.98235
Cl -0.91641 1.80350 3.85036
I 2.24665 2.35940 3.21278
I 0.93740 -0.77213 4.41622
H 1.65193 -0.90177 -0.88108
H 1.86025 -0.66371 1.48270
H -1.92159 1.38260 -0.68835
H -0.42191 -2.43349 -2.04557
H -0.30018 -1.77882 -3.89092
H -1.79699 -1.60989 -2.99105
*
```

Summary:
Energy   -1493.9724 a.u.
HOMO-LUMO gap   8.7 eV
LUMO level   -0.72 eV
Energy above the lowest of the compared OMol25 structures with the same formula, charge and spin   0.0000 eV

Atomic partial charges in e from the Mulliken method, atoms 1 to 2: -0.5538 -0.3248

***

(6)
2 unconnected molecules or ions with the total composition C10H16NS2 at a distorted geometry, computed with ωB97M-V/def2-TZVPD.

The geometry in ORCA input format:
```
! RIJCOSX wB97M-V def2-TZVPD def2/J DEFGRID3
* xyz 1 1
C 3.08859 -2.83926 -0.86635
C 2.17256 -1.79642 -1.20457
C 3.49621 -2.77812 0.38878
C 1.82272 -1.12668 -0.05774
C 0.55983 0.87601 -0.41903
C -1.96826 1.75794 -2.00068
C -0.21816 0.15041 2.45054
C -1.45514 -0.51375 -0.14600
C -1.75707 1.89684 -0.55668
C -0.89855 1.13958 1.56925
N -0.81414 0.80860 0.10626
S 1.43605 1.91328 -1.26766
S 2.66646 -1.55843 1.34105
H 3.64729 -3.50359 -1.44620
H 1.59684 -1.82999 -2.05238
H 4.24096 -3.40755 0.83724
H -1.09796 2.00359 -2.63539
H -2.59494 0.86302 -2.38935
H -2.73015 2.63022 -2.10495
H 0.81229 0.13277 1.97961
H -0.15292 0.52186 3.49055
H -0.69570 -0.82733 2.29704
H -2.50949 -0.45385 0.11544
H -1.42503 -0.72665 -1.13520
H -1.09725 -1.35433 0.47867
H -2.65256 1.92366 0.05943
H -1.16654 2.77181 -0.31506
H -0.36534 2.02686 1.60928
H -1.94057 1.29950 1.87410
*
```

Summary:
Energy   -1241.3064 a.u.
HOMO-LUMO gap (spin up / spin down)   7.4 / 7.4 eV
LUMO level (spin up / spin down)   -4.66 / -4.65 eV
Energy above the lowest of the compared OMol25 structures with the same formula, charge and spin   5.5710 eV

Atomic partial charges in e from the Mulliken method, atoms 1 to 2: -0.5426 -0.4793